No. 1
ORCA calculation (the ωB97M-V functional and the def2-TZVPD basis) on a structure of composition C42H48BrCsN5O10P3S2.

Positions of all 112 atoms, in Å:
Cs: 5.58 -22.56 -4.92
Br: -2.21 -23.74 -2.75
S: 8.92 -24.12 -9.14
S: 3.90 -19.23 -4.44
P: 9.75 -23.60 -11.94
P: 1.92 -24.73 -10.95
P: 8.63 -20.81 -12.83
O: 1.88 -23.61 -11.94
O: 12.13 -25.10 -5.74
O: 11.86 -26.80 -4.36
O: 3.88 -22.38 -7.29
O: 10.48 -23.08 -6.40
O: 3.91 -24.80 -4.36
O: 2.45 -23.33 -5.15
O: 4.48 -20.07 -3.31
O: 8.34 -22.51 -6.13
O: 10.11 -24.99 -8.85
N: 9.94 -22.07 -12.70
N: 1.02 -26.21 -1.73
N: 8.18 -24.25 -3.85
N: 9.60 -25.85 -3.32
N: 9.00 -23.28 -10.50
C: 10.75 -19.27 -13.76
C: 6.60 -25.90 -14.41
C: 8.16 -24.07 -14.09
C: 9.11 -19.91 -15.39
C: 10.91 -18.51 -16.06
C: -0.52 -24.69 -2.60
C: 11.40 -18.51 -14.78
C: 0.45 -24.24 -3.46
C: 3.57 -25.19 -10.41
C: 10.04 -25.26 -4.46
C: 13.64 -23.83 -11.21
C: 9.90 -18.73 -9.46
C: 2.19 -18.94 -4.02
C: 9.72 -19.17 -16.36
C: 2.76 -24.27 -4.37
C: 0.87 -24.39 -9.54
C: 13.08 -25.92 -12.21
C: 8.36 -25.93 -12.64
C: 1.96 -25.77 -2.56
C: 8.50 -25.16 -2.94
C: -0.22 -25.78 -1.76
C: 12.35 -23.42 -11.17
C: 9.85 -19.65 -10.48
C: 7.10 -24.71 -14.76
C: 8.76 -17.99 -9.20
C: 8.75 -24.59 -12.93
C: 9.20 -24.18 -4.76
C: 9.63 -20.00 -14.13
C: 1.29 -26.32 -11.61
C: 7.72 -18.77 -11.23
C: 1.72 -24.76 -3.45
C: 7.77 -25.42 -1.69
C: 3.45 -21.38 -8.27
C: 11.37 -24.26 -11.70
C: 8.77 -19.69 -11.42
C: 14.06 -25.07 -11.78
C: 11.37 -25.83 -4.92
C: 11.71 -25.52 -12.15
C: 4.61 -17.56 -4.31
C: 7.28 -26.48 -13.31
C: 9.36 -23.14 -5.81
C: 7.67 -18.00 -10.07
H: 3.92 -17.24 -3.53
H: 9.23 -19.06 -17.34
H: 14.50 -23.15 -11.03
H: 10.74 -18.75 -8.76
H: 3.90 -24.45 -9.66
H: 5.85 -26.45 -14.94
H: 8.24 -26.25 -1.08
H: 6.98 -27.49 -12.97
H: 0.95 -26.94 -10.72
H: 8.76 -17.31 -8.40
H: 0.53 -25.97 -12.31
H: 4.55 -16.97 -5.27
H: -0.17 -24.73 -9.64
H: 10.81 -21.59 -12.76
H: 7.64 -24.50 -1.15
H: 10.05 -26.66 -2.92
H: 8.42 -23.12 -14.53
H: 8.90 -26.64 -12.06
H: 11.50 -17.95 -16.82
H: 10.94 -26.22 -12.47
H: 0.16 -23.39 -4.04
H: 11.18 -19.34 -12.77
H: 6.83 -17.45 -9.82
H: 10.70 -20.41 -10.49
H: 6.82 -24.09 -15.60
H: 4.08 -25.16 -11.36
H: 3.04 -20.52 -7.77
H: 13.35 -26.84 -12.63
H: 2.07 -26.95 -12.05
H: 4.39 -21.00 -8.73
H: 3.28 -22.79 -6.59
H: 2.90 -26.19 -2.43
H: 0.75 -23.28 -9.54
H: 6.76 -25.72 -1.92
H: 1.74 -19.92 -4.09
H: 2.25 -18.41 -3.09
H: 3.72 -26.19 -9.88
H: 15.09 -25.20 -11.96
H: 1.24 -24.74 -8.64
H: 5.57 -17.54 -3.85
H: -0.88 -26.19 -1.03
H: 12.37 -18.04 -14.64
H: 2.78 -21.75 -9.01
H: 8.19 -20.48 -15.63
H: 1.88 -18.31 -4.81
H: 12.03 -22.45 -10.78
H: 7.01 -18.84 -12.00
H: 11.64 -24.29 -6.09

Kohn-Sham gap (alpha / beta) (eV): 3.2 / 1.8
Lowest unoccupied orbital energy (alpha / beta) (hartree): 0.1019 / 0.1019
Energy (eV): -192386.471
Spin multiplicity: 1
Net charge: -2

No. 2
ORCA calculation (the ωB97M-V functional and the def2-TZVPD basis) on a structure of composition C42H49BCsN4O4.

Positions of all 101 atoms, in Å:
Cs: 0.18 -1.35 -0.08
O: 2.83 -3.18 1.46
O: -3.70 1.12 0.54
O: 2.40 -0.17 -2.41
O: -2.15 2.56 -0.34
N: 0.48 1.83 2.10
N: -2.57 -3.74 -1.93
N: 2.50 0.00 2.82
N: -2.18 -2.59 -2.10
C: -3.40 2.97 -0.68
C: -1.01 -7.01 -1.41
C: 3.70 1.74 -0.54
C: -5.37 -1.22 -3.54
C: 5.71 0.47 -1.10
C: 1.95 0.91 3.82
C: -4.45 -2.14 -3.07
C: 6.45 -0.62 -1.85
C: -1.85 -6.00 -1.83
C: 3.51 -3.74 2.29
C: -5.17 4.19 -1.70
C: 5.83 2.29 0.49
C: 2.23 2.05 -0.63
C: -8.04 4.90 -0.98
C: -8.49 2.46 -0.88
C: -3.22 -1.70 -2.59
C: -6.12 3.31 -1.19
C: 4.66 -3.01 2.95
C: 6.14 -1.12 2.99
C: -5.07 0.14 -3.53
C: 0.35 -5.35 -0.31
C: -7.81 3.48 -3.03
C: 5.24 -3.48 4.12
C: 3.58 -0.20 -2.17
C: -5.68 2.24 -0.39
C: -3.80 4.04 -1.45
C: 3.18 -5.14 2.73
C: -0.50 -4.28 -0.64
C: 5.11 -1.82 2.39
C: -7.60 3.53 -1.51
C: 0.10 -6.69 -0.63
C: -4.33 2.09 -0.15
C: 6.26 -2.77 4.74
C: 4.33 0.70 -1.25
C: 1.38 2.17 3.18
C: 6.65 3.14 1.43
C: 4.48 2.51 0.32
C: 6.44 1.27 -0.24
C: -1.58 -4.68 -1.44
C: -2.91 -0.35 -2.59
C: 6.72 -1.59 4.17
C: -3.84 0.58 -3.06
B: -2.25 1.33 0.46
H: 1.25 -5.13 0.27
H: -8.87 3.64 -3.27
H: -7.22 4.25 -3.54
H: 7.51 1.10 -0.14
H: 4.00 3.31 0.87
H: -4.66 -3.20 -3.06
H: -3.60 1.63 -3.03
H: 0.96 2.80 3.98
H: -3.07 4.73 -1.86
H: 0.09 2.62 1.60
H: -7.51 2.51 -3.43
H: -8.23 1.46 -1.22
H: 6.70 -3.14 5.65
H: 7.51 -1.04 4.64
H: -6.37 1.51 0.02
H: -7.49 5.71 -1.47
H: -9.53 2.65 -1.15
H: 6.13 -1.62 -1.54
H: 1.81 1.87 -1.61
H: -9.11 5.06 -1.17
H: 4.63 -1.46 1.49
H: 7.21 2.52 2.13
H: 6.01 3.81 2.01
H: 2.91 -0.84 3.22
H: -2.71 -6.22 -2.45
H: 7.37 3.75 0.88
H: 2.55 -5.10 3.62
H: -6.33 -1.56 -3.91
H: 2.21 2.73 2.74
H: 2.05 3.08 -0.33
H: -5.49 5.03 -2.31
H: 1.14 0.37 4.32
H: 6.31 -0.55 -2.93
H: -0.31 1.23 2.32
H: 3.21 0.44 2.24
H: 2.61 -5.63 1.94
H: 1.70 1.41 0.09
H: 7.52 -0.54 -1.65
H: 4.88 -4.40 4.57
H: 6.49 -0.19 2.55
H: -1.95 -0.02 -2.20
H: 4.20 -0.95 -2.69
H: 4.08 -5.72 2.96
H: -1.21 -8.04 -1.68
H: 2.66 1.22 4.61
H: -7.87 4.97 0.09
H: -5.79 0.87 -3.89
H: -8.42 2.47 0.21
H: 0.76 -7.48 -0.28

Kohn-Sham gap (eV): 4.9
Lowest unoccupied orbital energy (hartree): 0.0651
Energy (eV): -59723.965
Spin multiplicity: 1
Net charge: -1

Record-wise relative energy (zero: lowest compared OMol25 entry of this formula, charge and spin) values, in kcal/mol: 0.0 10.2
Record-wise molecular weight values, in g mol⁻¹: 1152.7 817.6